Entry 1:
C6H14NS | wB97M-V/def2-TZVPD

Each line ends with the Mulliken charge.
Element x y z (Å)
1 C -1.8837 -1.2145 0.1907  -0.29
2 C -2.6621 -0.0981 0.9994  -0.67
3 S -4.4143 -0.2937 1.3084  -0.76
4 C -1.5379 -0.9175 -1.2996  -0.96
5 N 1.7359 -1.2906 -0.3531  -0.71
6 C 2.2502 -0.4049 0.5723  -0.54
7 C 2.1806 1.1403 0.5996  -0.57
8 C 2.0529 1.6165 -0.8501  -1.06
9 H -0.9283 -1.3361 0.7292  0.22
10 H -2.3845 -2.1796 0.4208  0.34
11 H -2.0868 -0.0851 1.9995  0.17
12 H -2.4118 0.9831 0.6924  0.21
13 H -0.4728 -0.6812 -1.3915  0.27
14 H -2.0773 -0.0931 -1.7528  0.36
15 H -1.6532 -1.8220 -1.9568  0.21
16 H 2.8807 -0.8079 1.4112  0.31
17 H 0.8911 -0.7444 0.1076  -0.06
18 H 1.3326 1.3631 1.2397  0.19
19 H 3.0622 1.5089 1.1023  0.33
20 H 2.4552 0.9114 -1.5706  0.37
21 H 1.0165 1.9435 -1.1359  0.20
22 H 2.6548 2.5019 -1.0628  0.43

Cartesian forces (eV/Å) of the 3 atoms listed first:
C 0.0 0.7 0.6
C 2.3 1.0 1.3
S -0.6 -0.1 -0.2

Its multiplicity is 2. The value obtained for the largest force on an atom is 4.23 eV/Å. As for the expectation value of S²: 0.755. For the gap between HOMO and LUMO (spin up / spin down), the calculation gives 3.50 / 5.66 eV. As for the energy above the lowest of the compared OMol25 structures with the same formula, charge and spin: 240.08 kJ/mol. The total charge is -2.



Entry 2:
C16H26B2EuN6O2 | wB97M-V/def2-TZVPD

Each line ends with the Mulliken charge.
Element x y z (Å)
1 H -0.1748 3.1299 -0.1132  0.52
2 N 0.2222 1.8624 -1.7680  -0.14
3 B 0.8461 0.8515 -3.9964  -0.06
4 N 0.7840 2.0802 -3.0147  0.01
5 C 1.1231 3.3785 -3.1169  -0.16
6 Eu -0.7368 -0.5879 -0.9717  1.04
7 H 1.5598 3.7780 -4.0097  0.46
8 C 0.7679 4.0247 -1.9408  -1.01
9 H 0.8873 5.0551 -1.6939  0.39
10 C 0.2080 3.0357 -1.1212  -0.30
11 H 1.2802 1.2172 -5.0639  -0.12
12 C -1.6941 -2.4805 -0.0940  -1.45
13 H -2.4423 -2.9062 0.5771  0.40
14 H -0.6944 -2.8944 0.0753  0.24
15 H -2.0455 -2.1734 -1.0909  0.28
16 N -0.5857 0.2481 -4.1552  -0.16
17 N 1.8236 -0.2409 -3.4072  0.01
18 N -1.2688 -0.3307 -3.0948  0.09
19 N 1.4708 -0.9318 -2.2313  -0.14
20 C -1.3394 0.1803 -5.2724  -0.06
21 C 3.0017 -0.7142 -3.8799  -0.15
22 H -0.9499 0.5667 -6.2143  0.42
23 H 3.4274 -0.3386 -4.8129  0.41
24 C -2.5671 -0.4459 -4.9703  -1.12
25 C 3.4455 -1.7295 -3.0314  -1.00
26 C -2.4739 -0.7743 -3.6065  -0.04
27 C 2.4566 -1.8289 -2.0232  -0.15
28 H -3.3972 -0.6353 -5.6395  0.36
29 H 4.3541 -2.3161 -3.1242  0.35
30 H -3.1717 -1.2930 -2.9645  0.44
31 H 2.4567 -2.5011 -1.1681  0.44
32 H -1.3697 -0.6918 0.8533  0.05
33 C -2.1733 -0.1546 4.3763  -1.81
34 C -0.8366 0.3761 3.8139  1.44
35 C -0.4686 1.6461 4.5436  -1.78
36 O -1.0565 0.7362 2.4351  -0.48
37 B -0.7401 -0.4335 1.8206  0.86
38 O 0.1639 -1.2643 2.4004  -0.51
39 C 0.2760 -0.7357 3.7374  1.57
40 C 1.6951 -0.1775 3.8838  -1.99
41 C 0.1351 -1.9059 4.6937  -1.70
42 H -2.4983 -1.1036 3.9102  0.34
43 H -2.9673 0.5911 4.2088  0.45
44 H -2.1101 -0.3168 5.4625  0.36
45 H -1.2564 2.3924 4.4011  0.47
46 H -0.3698 1.4694 5.6203  0.34
47 H 0.4735 2.0579 4.1740  0.34
48 H 1.8926 0.1229 4.9242  0.35
49 H 2.4278 -0.9597 3.6302  0.49
50 H 1.8739 0.6916 3.2293  0.32
51 H -0.8456 -2.3897 4.6083  0.31
52 H 0.9114 -2.6536 4.4763  0.45
53 H 0.2695 -1.5828 5.7355  0.35

Cartesian forces (eV/Å) of the 3 atoms listed first:
H 0.0 -0.1 -0.1
N 0.1 0.3 -0.2
B 0.6 0.2 0.4

Its multiplicity is 8. The value obtained for the largest force on an atom is 5.12 eV/Å. As for the expectation value of S²: 15.763. For the gap between HOMO and LUMO (spin up / spin down), the calculation gives 6.33 / 6.88 eV. As for the energy above the lowest of the compared OMol25 structures with the same formula, charge and spin: 134.13 kJ/mol. The total charge is 0.



Entry 3:
C4H3BrO | wB97M-V/def2-TZVPD

Each line ends with the Mulliken charge.
Element x y z (Å)
1 C 1.0720 -2.2562 -0.4654  -0.20
2 C -0.0743 -2.0308 -0.5250  -0.09
3 C -0.8098 1.1821 0.0006  -0.04
4 C -1.6686 0.0801 -0.4950  0.03
5 O -1.2438 1.0585 -1.3718  -0.32
6 Br -3.3990 -0.2954 0.1506  -0.10
7 H 1.9733 -2.8724 -0.7051  0.30
8 H -1.2022 2.0639 0.6005  0.27
9 H 0.2542 0.7940 0.0534  0.16

Cartesian forces (eV/Å) of the 3 atoms listed first:
C 5.5 -2.5 -0.7
C -4.2 0.6 0.1
C 1.3 -1.2 0.5

Its multiplicity is 3. The value obtained for the largest force on an atom is 6.11 eV/Å. As for the expectation value of S²: 2.021. For the gap between HOMO and LUMO (spin up / spin down), the calculation gives 9.38 / 7.24 eV. As for the energy above the lowest of the compared OMol25 structures with the same formula, charge and spin: 397.71 kJ/mol. The total charge is 0.



Entry 4:
C13H18ClEuIN2O2PS | wB97M-V/def2-TZVPD

Each line ends with the Mulliken charge.
Element x y z (Å)
1 C 1.1838 -4.9768 -4.8234  -0.95
2 C 1.1254 -3.5208 -4.4071  0.61
3 H 1.4121 -5.0764 -5.8890  0.32
4 H 0.2060 -5.4196 -4.5886  0.37
5 H 1.9526 -5.4594 -4.2065  0.37
6 O 1.2049 -2.4792 -4.9648  -0.31
7 I 0.7604 -3.5719 -2.0861  0.12
8 Eu 0.5097 -1.1219 -0.5108  0.86
9 P -2.3372 -0.1199 -0.6618  0.70
10 C -3.3388 1.2860 -1.2432  -1.18
11 C -2.7983 -1.3739 -1.9107  -1.21
12 H -2.9796 -1.6383 1.0768  0.38
13 H -4.4025 -0.6969 0.4891  0.46
14 H -3.1781 0.0689 1.5834  0.28
15 C -3.3414 -0.6494 0.7675  -1.07
16 H -2.3472 -2.3458 -1.6424  0.37
17 H -3.8932 -1.4644 -1.9553  0.39
18 H -4.3761 0.9697 -1.4276  0.41
19 H -2.9025 1.6624 -2.1784  0.40
20 H -2.4175 -1.0579 -2.8986  0.39
21 H -3.3387 2.0934 -0.4978  0.36
22 C -0.0425 1.5266 -0.7390  0.11
23 O -0.1596 2.6735 -0.8319  -0.11
24 Cl -0.4774 -2.6285 1.3423  -0.29
25 N -1.7571 1.6279 2.2285  -0.23
26 C -0.5445 1.1597 2.7210  0.12
27 N 0.3611 0.5136 2.0337  0.03
28 C 1.4452 0.1402 2.8268  0.69
29 C 2.6093 -0.5505 2.4174  -0.28
30 C 3.6144 -0.7572 3.3777  -0.73
31 C 3.5169 -0.2689 4.6913  -0.65
32 C 2.3792 0.4479 5.0698  -0.37
33 C 1.3461 0.6101 4.1545  0.58
34 S -0.1750 1.4350 4.4085  -0.21
35 H -2.2021 2.1515 2.9667  0.30
36 H -1.6957 2.1416 1.3324  0.17
37 H 2.6758 -0.9183 1.3762  -0.34
38 H 4.5121 -1.3109 3.0874  0.36
39 H 4.3382 -0.4133 5.3964  0.40
40 H 2.2666 0.8481 6.0599  0.43

Cartesian forces (eV/Å) of the 3 atoms listed first:
C -0.1 0.4 0.5
C 0.4 2.0 -2.8
H 0.0 0.3 0.2

Its multiplicity is 7. The value obtained for the largest force on an atom is 4.18 eV/Å. As for the expectation value of S²: 12.087. For the gap between HOMO and LUMO (spin up / spin down), the calculation gives 4.00 / 6.56 eV. As for the energy above the lowest of the compared OMol25 structures with the same formula, charge and spin: 0.00 kJ/mol. The total charge is +2.



Entry 5:
C35H37N13O4ReSe | wB97M-V/def2-TZVPD

Each line ends with the Mulliken charge.
Element x y z (Å)
1 Re 0.1766 0.0816 1.0721  2.75
2 C -3.3085 4.1530 -0.7133  -0.86
3 N -2.1260 3.4012 -0.2527  0.81
4 C -1.9393 2.0942 -0.1918  -0.29
5 N -0.6617 1.8452 0.1169  -0.22
6 C -0.1193 3.1021 0.2415  -0.52
7 N -0.9761 4.0566 0.0242  -0.88
8 C -2.9782 4.9282 -1.9651  0.86
9 C -3.2558 6.2816 -2.0787  -0.83
10 C -2.8751 6.9720 -3.2251  -0.71
11 C -2.1829 6.3313 -4.2387  -0.86
12 C -1.8966 4.9742 -4.1176  -0.05
13 C -2.3162 4.2783 -2.9934  -0.31
14 C -1.0889 4.2726 -5.1138  0.63
15 N -0.4710 4.7158 -6.1479  -0.45
16 N 0.2281 3.6286 -6.6823  -0.47
17 C -0.0324 2.6278 -5.9228  0.47
18 O -0.8674 2.9494 -4.9026  -0.24
19 C 0.4520 1.2494 -5.9670  0.15
20 C 1.5014 0.8793 -6.8039  -0.93
21 C 1.9594 -0.4278 -6.7858  -0.70
22 C 1.3831 -1.3674 -5.9379  -0.77
23 C 0.3248 -1.0020 -5.1172  1.07
24 C -0.3462 -2.0019 -4.2149  -1.52
25 N -0.0218 -1.7963 -2.7852  0.91
26 C -0.4990 -0.9056 -1.9361  -0.11
27 N 0.1035 -1.0652 -0.7526  -0.66
28 C 0.9931 -2.0902 -0.9815  -0.40
29 N 0.9400 -2.5454 -2.1986  -0.88
30 C -0.1389 0.3042 -5.1402  0.01
31 H -3.6177 4.8138 0.0935  0.45
32 H -4.0910 3.4124 -0.8822  0.24
33 H -2.7160 1.3643 -0.3549  0.52
34 H 0.9148 3.2813 0.4922  0.59
35 H -3.7661 6.8047 -1.2789  0.41
36 H -3.0991 8.0262 -3.3127  0.42
37 H -1.8510 6.8709 -5.1156  0.55
38 H -2.0913 3.2210 -2.9173  0.68
39 H 1.9455 1.6191 -7.4568  0.54
40 H 2.7738 -0.7199 -7.4344  0.43
41 H 1.7516 -2.3860 -5.9292  0.43
42 H -0.0262 -3.0166 -4.4333  0.44
43 H -1.4307 -1.9493 -4.3052  0.39
44 H -1.2811 -0.2033 -2.1695  0.52
45 H 1.6497 -2.4847 -0.2214  0.46
46 H -0.9886 0.5966 -4.5338  0.56
47 O 3.1749 0.5020 0.5541  -0.44
48 C 2.0582 0.3882 0.6918  -0.26
49 C -2.2242 -2.6740 3.9250  -1.25
50 N -1.1848 -2.6391 2.8991  0.32
51 C -1.6467 -2.8938 1.5435  -1.10
52 C 0.0544 -2.1993 3.1543  0.22
53 N 0.7681 -1.5523 2.2114  -0.03
54 N 0.6004 -2.4510 4.3541  0.20
55 C 1.6593 -1.6131 4.9160  -1.00
56 C 0.2615 -3.6366 5.1393  -1.26
57 H -3.0905 -2.1281 3.5505  0.40
58 H -1.8784 -2.1844 4.8310  0.41
59 H -2.5260 -3.6959 4.1564  0.37
60 H -2.3337 -3.7388 1.5686  0.52
61 H -0.8070 -3.1473 0.9035  0.29
62 H -2.1840 -2.0325 1.1365  0.23
63 H 1.7624 -1.6121 2.4079  0.06
64 H 2.6164 -2.1379 4.9224  0.27
65 H 1.4025 -1.3630 5.9459  0.40
66 H 1.7616 -0.6905 4.3510  0.30
67 H -0.2446 -4.3679 4.5146  0.39
68 H -0.3628 -3.3954 6.0003  0.37
69 H 1.1892 -4.0763 5.5059  0.46
70 Se 4.1555 -2.5208 1.3538  0.08
71 C 4.1762 -4.3030 1.9412  -0.03
72 C 3.1764 -4.8093 2.7735  0.12
73 C 3.2462 -6.1378 3.1551  -0.41
74 N 4.2136 -6.9663 2.7616  -0.51
75 C 5.1653 -6.4778 1.9687  -0.37
76 C 5.1985 -5.1588 1.5343  -0.43
77 H 2.3649 -4.1764 3.1097  0.51
78 H 2.4922 -6.5658 3.8068  0.37
79 H 5.9402 -7.1721 1.6668  0.37
80 H 5.9991 -4.8050 0.8999  0.42
81 O -1.8433 0.2285 2.2524  -0.75
82 C -1.2747 1.0867 2.9825  0.41
83 C -1.8073 2.0331 4.0152  -0.60
84 C -0.5609 2.8661 4.3723  -0.54
85 C 0.5663 2.3109 3.5060  0.02
86 O 1.6965 2.6825 3.4018  -0.57
87 N 0.0283 1.2316 2.7727  0.14
88 H -2.2170 1.4739 4.8574  0.32
89 H -2.6242 2.6209 3.5961  0.32
90 H -0.2774 2.7992 5.4213  0.33
91 H -0.6779 3.9236 4.1389  0.31

Cartesian forces (eV/Å) of the 3 atoms listed first:
Re -0.7 -0.2 0.1
C 0.0 0.0 0.0
N 0.0 0.2 -0.1

Its multiplicity is 4. The value obtained for the largest force on an atom is 0.76 eV/Å. As for the expectation value of S²: 3.777. For the gap between HOMO and LUMO (spin up / spin down), the calculation gives 7.97 / 5.07 eV. As for the energy above the lowest of the compared OMol25 structures with the same formula, charge and spin: 23.15 kJ/mol. The total charge is +2.